65
Properties=species:S:1:pos:R:3 method="wB97M-V/def2-TZVPD" charge=+2 e_homo_ha=-0.5298
Cd -0.077 -0.385 -0.007
N 1.730 -1.892 0.164
C 1.390 -3.307 -0.096
C 0.568 -3.425 -1.365
N -0.705 -2.697 -1.276
C -1.239 -2.336 -2.599
C -1.822 -0.929 -2.667
N -0.832 0.036 -2.162
C -1.675 -3.432 -0.459
C -2.651 -2.533 0.279
N -1.918 -1.565 1.118
H 2.267 -1.536 -0.628
H 2.325 -1.845 0.983
H 0.852 -3.694 0.770
H 2.292 -3.913 -0.206
H 0.413 -4.486 -1.596
H 1.147 -2.998 -2.186
H -1.998 -3.053 -2.929
H -0.425 -2.390 -3.324
H -2.727 -0.836 -2.066
H -2.102 -0.724 -3.703
H -1.139 0.992 -2.298
H 0.050 -0.064 -2.665
H -1.129 -4.018 0.283
H -2.236 -4.152 -1.066
H -3.322 -3.158 0.873
H -3.274 -1.972 -0.416
H -1.491 -2.054 1.901
H -2.573 -0.909 1.532
C 1.816 0.983 4.019
C 0.857 1.757 4.647
C -0.367 1.936 4.022
C -0.597 1.331 2.794
N 0.326 0.573 2.192
C 1.503 0.416 2.797
C -1.879 1.546 2.064
C -3.076 1.725 2.746
C -4.239 1.931 2.019
C -4.169 1.954 0.636
C -2.937 1.759 0.037
N -1.808 1.557 0.722
H 2.789 0.818 4.459
H 1.058 2.225 5.600
H -1.124 2.563 4.472
H 2.236 -0.186 2.276
H -3.106 1.686 3.826
H -5.183 2.068 2.528
H -5.048 2.119 0.028
H -2.850 1.776 -1.043
C 4.363 0.839 -3.222
N 3.510 1.494 -2.225
C 3.775 2.743 -1.771
C 2.965 3.362 -0.887
C 1.813 2.646 -0.458
N 1.577 1.395 -0.856
C 2.394 0.809 -1.776
O 2.159 -0.322 -2.218
N 0.925 3.216 0.363
H 5.175 1.514 -3.478
H 3.779 0.610 -4.110
H 4.764 -0.085 -2.815
H 4.665 3.212 -2.168
H 3.174 4.364 -0.547
H 1.023 4.182 0.621
H 0.038 2.756 0.514


6
Properties=species:S:1:pos:R:3 method="wB97M-V/def2-TZVPD" smiles="O=[N+]([O-])P" e_homo_ha="-0.3749 / -0.3748"
O -2.487 1.265 0.225
N -1.831 0.287 0.011
O -2.392 -1.234 -0.097
P -0.311 -0.047 -0.756
H 0.159 1.384 -0.301
H 0.051 -0.856 0.428


84
Properties=species:S:1:pos:R:3 method="wB97M-V/def2-TZVPD" charge=-2 e_homo_ha=0.0170
Zr 3.122 -23.520 -11.856
N 4.409 -25.154 -11.613
S 4.725 -26.410 -10.705
O 5.791 -26.305 -9.729
O 4.437 -27.739 -11.147
F 3.378 -26.131 -9.807
S 5.818 -25.653 -12.586
O 5.711 -26.843 -13.387
O 7.091 -25.188 -12.101
F 5.419 -24.454 -13.612
B 1.742 -21.351 -11.835
H 0.608 -21.410 -11.717
H 2.125 -20.281 -11.962
H 2.229 -21.841 -10.961
H 1.959 -22.030 -12.677
O -0.781 -20.888 -13.760
C -0.126 -20.884 -14.982
C 0.745 -19.538 -15.260
O 1.322 -18.998 -14.160
H -0.769 -21.005 -15.869
H 0.551 -21.749 -14.929
H -0.037 -18.843 -15.621
H 1.378 -19.550 -16.163
O 1.214 -24.297 -11.269
C 0.531 -24.984 -12.345
C 1.148 -24.810 -13.780
O 2.450 -24.290 -13.774
H 0.566 -26.056 -12.093
H -0.552 -24.838 -12.316
H 0.469 -24.014 -14.136
H 0.867 -25.521 -14.565
C 0.089 -23.255 -7.166
C 1.181 -23.504 -8.214
O 2.459 -23.268 -7.571
C 3.514 -23.257 -8.358
O 3.444 -23.401 -9.550
C 4.806 -22.892 -7.632
F 4.681 -23.003 -6.309
F 5.771 -23.665 -8.120
F 5.123 -21.627 -7.942
H -0.164 -24.198 -6.677
H -0.837 -22.894 -7.606
H 0.467 -22.593 -6.388
H 1.057 -22.846 -9.075
H 1.229 -24.524 -8.594
C -0.971 -27.066 -8.745
C -0.390 -28.111 -9.723
O 0.631 -28.891 -9.125
C 0.314 -29.939 -8.362
O -0.806 -30.313 -8.187
C 1.578 -30.574 -7.737
F 2.608 -29.732 -7.809
F 1.314 -30.797 -6.447
F 1.906 -31.731 -8.292
H -1.463 -27.622 -7.945
H -1.714 -26.458 -9.257
H -0.156 -26.482 -8.322
H -0.096 -27.624 -10.649
H -1.238 -28.733 -10.020
C 1.977 -30.364 -12.196
C 1.865 -28.968 -12.816
O 1.193 -28.994 -14.098
C -0.154 -28.809 -14.129
O -0.800 -28.346 -13.248
C -0.705 -29.167 -15.533
F -1.852 -29.845 -15.441
F -0.888 -27.999 -16.164
F 0.133 -29.877 -16.259
H 1.103 -30.762 -11.683
H 2.708 -30.317 -11.383
H 2.443 -31.010 -12.941
H 2.861 -28.557 -12.959
H 1.304 -28.311 -12.154
C 3.732 -26.930 -16.066
C 4.603 -26.543 -17.250
O 3.654 -26.609 -18.294
S 2.593 -27.825 -18.162
O 3.264 -29.010 -18.650
O 1.318 -27.498 -18.736
O 2.657 -27.750 -16.554
H 3.403 -25.992 -15.617
H 4.208 -27.507 -15.277
H 5.343 -27.322 -17.464
H 5.165 -25.625 -17.102


7
Properties=species:S:1:pos:R:3 method="wB97M-V/def2-TZVPD" e_homo_ha=-0.2660
B 1.104 -0.090 0.771
C -1.015 0.338 -0.779
Cl -0.486 0.405 0.699
H 1.595 -0.032 1.815
H 1.445 -0.594 -0.177
H -0.488 -0.335 -1.363
H -2.154 0.308 -0.967


Result set for ΔE to the lowest compared entry with this formula, charge and spin: 0.112, 6.736, 2.527, 5.522 eV, one per record in the order listed.
Result set for total energy: -42326.45271, -14900.02937, -121860.18799, -14295.48162 eV, one per record in the order listed.